A structure of composition C45H39N5O2PReS2, computed with ωB97M-V with the def2-TZVPD basis set.

XYZ file:
```
95
Properties=species:S:1:pos:R:3
Re 0.134 0.173 0.981
O 2.079 1.047 4.363
C 1.341 1.133 3.430
O 1.608 0.779 2.180
C -0.076 1.655 3.553
C -0.435 2.508 4.589
C -1.702 3.040 4.585
C -2.607 2.689 3.563
C -3.916 3.218 3.496
C -4.762 2.862 2.483
C -4.342 1.943 1.503
C -3.082 1.407 1.540
C -2.180 1.783 2.554
N -0.899 1.296 2.569
H 0.304 2.741 5.342
H -2.004 3.739 5.355
H -4.238 3.907 4.266
H -5.761 3.273 2.439
H -5.030 1.656 0.719
H -2.763 0.681 0.799
S 1.886 -0.244 -0.661
C 1.897 1.054 -1.759
N 2.843 1.137 -2.665
C 2.633 1.976 -3.847
C 1.960 3.272 -3.481
N 0.790 3.038 -2.631
C -0.350 3.972 -2.770
C -1.555 3.275 -3.378
C -1.478 2.774 -4.675
C -2.566 2.132 -5.245
C -3.743 1.987 -4.522
C -3.832 2.500 -3.236
C -2.742 3.142 -2.663
C 0.819 2.083 -1.729
S -0.316 2.092 -0.468
C 4.039 0.272 -2.694
C 3.948 -0.832 -3.730
C 4.388 -0.602 -5.029
C 4.333 -1.613 -5.977
C 3.841 -2.863 -5.632
C 3.407 -3.102 -4.336
C 3.462 -2.093 -3.387
H 2.027 1.412 -4.562
H 3.595 2.183 -4.309
H 1.647 3.781 -4.389
H 2.647 3.937 -2.947
H -0.012 4.777 -3.418
H -0.604 4.407 -1.802
H -0.575 2.911 -5.262
H -2.503 1.767 -6.262
H -4.600 1.505 -4.974
H -4.759 2.414 -2.683
H -2.832 3.580 -1.676
H 4.198 -0.141 -1.700
H 4.879 0.922 -2.939
H 4.802 0.362 -5.306
H 4.691 -1.428 -6.981
H 3.807 -3.653 -6.370
H 3.045 -4.083 -4.057
H 3.158 -2.295 -2.368
N -1.042 -2.710 1.551
P 0.055 -1.775 2.465
C 1.483 -2.841 2.730
C 1.255 -4.075 3.348
C 2.322 -4.925 3.574
C 3.608 -4.543 3.204
C 3.833 -3.309 2.614
C 2.769 -2.453 2.368
C -0.725 -1.574 4.073
C -2.103 -1.351 4.152
C -2.700 -1.219 5.392
C -1.929 -1.285 6.548
C -0.556 -1.469 6.466
C 0.056 -1.607 5.229
C -1.418 -2.386 0.275
C -1.983 -3.362 -0.554
C -2.375 -3.032 -1.826
C -2.244 -1.706 -2.252
C -1.689 -0.796 -1.400
N -1.237 -1.110 -0.152
H -1.203 -3.670 1.824
H 0.262 -4.357 3.680
H 2.153 -5.879 4.055
H 4.440 -5.208 3.393
H 4.839 -3.005 2.359
H 2.942 -1.477 1.927
H -2.700 -1.299 3.248
H -3.770 -1.072 5.463
H -2.401 -1.192 7.518
H 0.043 -1.510 7.366
H 1.129 -1.737 5.170
H -2.094 -4.373 -0.184
H -2.782 -3.787 -2.486
H -2.574 -1.390 -3.231
H -1.609 0.239 -1.696
```

Summary:
2S+1   4
M   963.2 g/mol
Gap between HOMO and LUMO (alpha / beta)   6.2 / 5.6 eV
DFT total energy   -3377.73384 hartree
Net charge   +3
Energy above the lowest of the compared OMol25 structures with the same formula, charge and spin   3.4 kcal/mol

---

A structure of composition C45H39N6O3S2Tc, computed with ωB97M-V with the def2-TZVPD basis set.

XYZ file:
```
96
Properties=species:S:1:pos:R:3
Tc 0.436 -1.011 1.580
C 0.129 -2.820 3.996
N -0.505 -1.600 3.479
C -0.192 -0.485 4.436
C 1.313 -0.116 4.317
C 1.984 0.482 5.382
C 3.344 0.716 5.237
C 3.954 0.371 4.008
C 3.191 -0.242 3.039
N 1.866 -0.448 3.154
C -1.940 -1.819 3.343
C -2.244 -2.274 1.931
C -3.423 -2.945 1.604
C -3.668 -3.259 0.252
C -2.793 -2.769 -0.743
C -1.669 -2.109 -0.336
N -1.344 -1.865 0.948
C 0.664 -3.700 2.910
C 0.763 -5.052 3.052
C 1.171 -5.824 1.967
C 1.604 -5.169 0.804
C 1.535 -3.796 0.759
N 1.080 -3.058 1.795
H -0.546 -3.409 4.623
H 0.937 -2.508 4.683
H -0.483 -0.748 5.476
H -0.777 0.384 4.249
H 1.507 0.684 6.317
H 3.912 1.152 6.055
H 5.042 0.569 3.742
H 3.611 -0.553 2.101
H -2.502 -0.873 3.516
H -2.334 -2.557 4.063
H -4.113 -3.322 2.326
H -4.527 -3.848 0.007
H -3.008 -2.901 -1.774
H -0.967 -1.666 -0.995
H 0.475 -5.590 3.984
H 1.151 -6.901 1.909
H 1.885 -5.723 -0.134
H 1.842 -3.236 -0.172
O 1.289 -1.622 -1.486
S 1.977 -0.334 -1.320
O 1.578 0.816 -2.078
N 1.755 0.005 0.340
C 1.840 1.334 0.788
C 2.844 2.228 0.466
C 2.712 3.560 0.976
C 1.550 4.059 1.533
C 0.441 3.170 1.660
C -0.891 3.612 1.922
C -1.938 2.664 1.757
C -1.627 1.327 1.584
N -0.368 0.889 1.510
C 0.660 1.800 1.383
C 3.728 -0.664 -1.528
C 4.507 0.244 -2.270
C 5.857 -0.033 -2.433
C 6.414 -1.147 -1.844
C 5.674 -1.997 -1.049
C 4.327 -1.689 -0.814
H 3.679 1.897 -0.097
H 3.481 4.338 0.749
H 1.481 5.110 1.829
H -1.128 4.696 2.032
H -3.002 2.903 1.860
H -2.414 0.543 1.423
H 4.023 1.103 -2.694
H 6.523 0.662 -2.990
H 7.493 -1.326 -2.039
H 6.128 -2.853 -0.533
H 3.706 -2.386 -0.235
O -2.111 1.397 -1.796
S -2.027 1.204 -3.294
C -3.699 0.862 -3.901
C -4.706 1.254 -3.023
C -5.991 1.057 -3.460
C -6.331 0.653 -4.759
C -5.318 0.267 -5.574
C -3.972 0.445 -5.225
C -1.758 2.815 -3.987
C -1.806 4.004 -3.219
C -1.624 5.206 -3.869
C -1.445 5.232 -5.255
C -1.419 4.039 -5.960
C -1.511 2.774 -5.331
H -4.516 1.644 -2.034
H -6.811 1.321 -2.714
H -7.376 0.506 -5.146
H -5.541 -0.130 -6.587
H -3.199 0.222 -5.941
H -1.880 3.921 -2.136
H -1.577 6.195 -3.395
H -1.333 6.165 -5.782
H -1.346 4.022 -7.064
H -1.358 1.853 -5.838
```

Summary:
2S+1   4
M   874.0 g/mol
Gap between HOMO and LUMO (alpha / beta)   7.4 / 3.9 eV
DFT total energy   -3168.71913 hartree
Net charge   +3

---

A structure of composition C45H40As2AuCl2PS, computed with ωB97M-V with the def2-TZVPD basis set.

XYZ file:
```
92
Properties=species:S:1:pos:R:3
Au 0.647 -1.198 0.516
S 0.251 -1.433 2.759
C 1.820 -2.090 3.322
C 2.242 -1.743 4.598
C 3.397 -2.329 5.111
C 4.132 -3.226 4.352
C 3.717 -3.547 3.059
C 2.555 -2.995 2.554
As 1.920 -3.316 0.772
C 3.441 -3.417 -0.380
C 3.680 -4.557 -1.138
C 4.791 -4.595 -1.969
C 5.642 -3.501 -2.044
C 5.395 -2.361 -1.287
C 4.290 -2.313 -0.454
C 1.003 -4.990 0.724
C 1.089 -5.857 1.809
C 0.426 -7.076 1.757
C -0.316 -7.419 0.636
C -0.402 -6.548 -0.443
C 0.255 -5.330 -0.401
H 1.687 -1.021 5.182
H 3.724 -2.061 6.107
H 5.037 -3.664 4.748
H 4.308 -4.220 2.449
H 3.018 -5.412 -1.069
H 4.994 -5.482 -2.553
H 6.506 -3.537 -2.693
H 6.067 -1.515 -1.342
H 4.104 -1.433 0.154
H 1.661 -5.586 2.687
H 0.491 -7.755 2.596
H -0.831 -8.369 0.603
H -0.980 -6.821 -1.315
H 0.200 -4.652 -1.246
Cl 0.531 -1.685 -2.008
C -1.244 -1.965 -2.282
Cl -2.090 -2.219 -0.764
H -1.312 -2.857 -2.893
H -1.641 -1.087 -2.781
C -1.867 1.262 0.674
C -2.344 2.703 0.502
As -4.284 2.740 0.059
C -4.365 4.586 -0.542
C -5.346 4.940 -1.465
C -5.484 6.260 -1.868
C -4.652 7.239 -1.342
C -3.683 6.896 -0.412
C -3.541 5.573 -0.009
C -4.069 1.883 -1.696
C -4.638 0.630 -1.905
C -4.520 -0.005 -3.138
C -3.825 0.609 -4.170
C -3.243 1.857 -3.967
C -3.366 2.491 -2.738
P -0.061 1.082 0.646
C 0.521 1.917 -0.836
C -0.077 1.584 -2.053
C 0.287 2.250 -3.210
C 1.253 3.248 -3.158
C 1.840 3.591 -1.949
C 1.477 2.932 -0.784
C 0.710 1.792 2.095
C -0.051 2.384 3.098
C 0.572 2.859 4.244
C 1.946 2.737 4.391
C 2.707 2.133 3.396
C 2.093 1.655 2.252
H -2.203 0.643 -0.165
H -2.251 0.780 1.576
H -1.804 3.197 -0.307
H -2.186 3.276 1.416
H -6.004 4.184 -1.878
H -6.246 6.525 -2.589
H -4.767 8.270 -1.649
H -3.039 7.658 0.006
H -2.784 5.325 0.725
H -5.208 0.160 -1.111
H -5.000 -0.963 -3.297
H -3.764 0.136 -5.143
H -2.725 2.352 -4.779
H -2.939 3.477 -2.598
H -0.867 0.841 -2.090
H -0.190 1.999 -4.147
H 1.540 3.767 -4.063
H 2.574 4.384 -1.909
H 1.923 3.221 0.156
H -1.125 2.472 2.998
H -0.019 3.325 5.021
H 2.428 3.111 5.284
H 3.778 2.035 3.516
H 2.688 1.177 1.481
```

Summary:
M   1061.6 g/mol
Gap between HOMO and LUMO   4.9 eV
DFT total energy   -8005.43235 hartree
Net charge   +2
Energy above the lowest of the compared OMol25 structures with the same formula, charge and spin   0.0 kcal/mol